# 1
{"formula": "C13H17AuClO", "method": "ωB97M-V/def2-TZVPD", "elements": ["C", "C", "C", "H", "C", "C", "H", "H", "H", "H", "Au", "Cl", "C", "C", "C", "H", "C", "C", "H", "H", "H", "H", "C", "C", "C", "O", "H", "H", "H", "H", "H", "H", "H"], "positions_angstrom": [[0.8810, -2.0342, 0.8546], [0.9927, -1.8369, -0.5718], [-0.3951, -1.9174, -1.0926], [1.8735, -2.0165, -1.1727], [-1.2751, -2.1345, 0.0275], [-0.4736, -2.1947, 1.2024], [-0.8646, -2.3726, 2.2070], [1.6948, -2.0038, 1.5693], [-0.6669, -1.9286, -2.1509], [-2.3517, -2.2952, -0.0072], [0.2233, 0.2607, -0.8923], [0.9239, 1.6472, 0.8213], [0.1101, 2.8282, -4.4407], [-1.1189, 2.1875, -4.7835], [-0.8094, 0.9577, -5.4412], [-2.1178, 2.5799, -4.6005], [0.6144, 0.8383, -5.5073], [1.1826, 1.9972, -4.8885], [2.2417, 2.2142, -4.7974], [0.2110, 3.7906, -3.9451], [-1.5273, 0.2495, -5.8453], [1.1654, 0.0255, -5.9673], [-2.6382, 1.1585, 1.2733], [-2.5028, 1.2514, -0.2504], [-3.4590, 2.2967, -0.8118], [-1.2800, 1.6584, -0.8098], [-2.3029, 2.0943, 1.7450], [-2.0704, 0.3206, 1.6956], [-3.6979, 0.9897, 1.5262], [-2.7795, 0.2563, -0.6407], [-3.1625, 3.2865, -0.4300], [-3.3611, 2.3111, -1.9039], [-4.4822, 2.0561, -0.5281]], "mulliken_charge": [-0.7054, -0.4915, -0.7400, 0.5375, -0.6551, -0.2531, 0.4240, 0.3314, 0.6016, 0.4168, 0.7267, -0.6362, -0.3226, -0.2315, -0.5463, 0.3857, -0.3014, -0.4836, 0.3708, 0.3530, 0.3699, 0.4045, -1.2178, 0.8897, -1.4633, -0.7006, 0.2970, 0.2221, 0.3803, 0.0478, 0.3237, 0.2367, 0.4293], "homo_ha": [-0.1304, -0.1423], "spin_multiplicity": 3, "total_charge": -1, "homo_lumo_gap_ev": [6.8138, 4.5480]}


# 2
{"formula": "C31H35FHgN6O6", "method": "ωB97M-V/def2-TZVPD", "elements": ["Hg", "C", "C", "C", "C", "C", "N", "C", "C", "C", "N", "C", "C", "C", "C", "C", "C", "C", "C", "N", "C", "C", "C", "N", "C", "C", "C", "C", "O", "C", "O", "H", "H", "H", "H", "H", "H", "H", "H", "H", "H", "H", "H", "H", "H", "H", "H", "H", "H", "H", "H", "H", "H", "H", "H", "H", "H", "H", "H", "F", "C", "C", "N", "C", "C", "O", "O", "C", "O", "N", "C", "O", "H", "H", "H", "H", "C", "H", "H", "H"], "positions_angstrom": [[0.7125, -2.5561, -1.2670], [3.8564, 1.0877, 4.7237], [2.9234, 0.4833, 3.7149], [1.6855, 0.0036, 4.0353], [0.8128, -0.5241, 3.0590], [-0.5085, -0.8640, 3.4299], [-1.5033, -0.9232, 2.6012], [-2.7826, -1.5289, 2.9242], [-2.7056, -3.0409, 2.7239], [-2.5366, -3.4213, 1.2495], [-3.8034, -3.4387, 0.5503], [-4.3591, -2.3713, -0.1274], [-3.7630, -1.3880, -0.9401], [-4.5519, -0.2651, -1.2500], [-4.1313, 0.7867, -2.0642], [-5.0470, 1.9455, -2.3529], [-2.8655, 0.7108, -2.5950], [-2.0213, -0.4029, -2.3622], [-0.7415, -0.3251, -2.9977], [0.2661, -1.1318, -3.0145], [1.3634, -0.6917, -3.8817], [2.7464, -1.1517, -3.4467], [3.3272, -0.3821, -2.2704], [2.7148, -0.7641, -0.9986], [3.0281, -0.0433, -0.0084], [2.5319, -0.1651, 1.3661], [3.2832, 0.4273, 2.3457], [1.2414, -0.7507, 1.6911], [0.5259, -1.3797, 0.8851], [-2.4295, -1.4868, -1.5456], [-1.7135, -2.5234, -1.3744], [3.3746, 1.1626, 5.6999], [4.1643, 2.0933, 4.4282], [4.7659, 0.4948, 4.8514], [1.3294, 0.0737, 5.0606], [-0.7306, -1.0653, 4.4794], [-1.3242, -0.5317, 1.6527], [-3.5297, -1.0887, 2.2621], [-3.0401, -1.2743, 3.9569], [-3.6210, -3.4939, 3.1211], [-1.8724, -3.4317, 3.3166], [-2.0440, -4.3923, 1.1568], [-1.8807, -2.7227, 0.7378], [-4.4872, -4.0660, 0.9363], [-5.4340, -2.2892, 0.0110], [-5.5438, -0.2127, -0.8062], [-5.7259, 2.1314, -1.5180], [-5.6648, 1.7719, -3.2393], [-4.4799, 2.8622, -2.5263], [-2.4852, 1.5215, -3.2094], [-0.6291, 0.5962, -3.5813], [1.3682, 0.4039, -3.9522], [1.1731, -1.0756, -4.8912], [3.4216, -1.0233, -4.2991], [2.7350, -2.2216, -3.2169], [3.1860, 0.6935, -2.4335], [4.4059, -0.5700, -2.2115], [3.7278, 0.7973, -0.1322], [4.2067, 0.9151, 2.0448], [0.6510, 5.2826, -2.9778], [1.2757, 4.7512, -1.9165], [0.6189, 4.0272, -1.0054], [1.2316, 3.4943, 0.1004], [0.4322, 2.6312, 0.9766], [-0.2557, 1.4891, 0.1871], [-1.2536, 0.9900, 0.7643], [0.2650, 1.1745, -0.8928], [2.5869, 3.5851, 0.2732], [3.2093, 3.0829, 1.1917], [3.2391, 4.3396, -0.6944], [2.7074, 4.9708, -1.8100], [3.3994, 5.6120, -2.5747], [-0.4375, 3.8192, -1.1026], [-0.2917, 3.2282, 1.5312], [1.1360, 2.1885, 1.6815], [4.2351, 4.4295, -0.5659], [1.4864, -4.5145, -0.9581], [2.5456, -4.4706, -0.7089], [1.3501, -5.1058, -1.8620], [0.9478, -4.9884, -0.1384]], "mulliken_charge": [1.8335, -1.6542, 0.3496, -0.8602, 0.9191, -0.5653, 0.7725, -1.0415, -0.6287, 0.4474, -0.1335, -1.0136, 1.2855, -0.9597, 0.6906, -1.7626, -0.8168, 0.9074, -0.2711, -0.4671, -0.6355, -1.2669, -0.6394, 0.0741, -1.1189, 0.7010, -0.1676, -0.1681, -0.4879, 0.0546, -1.1654, 0.3644, 0.3037, 0.3157, 0.3528, 0.4178, -0.4920, 0.4156, 0.4359, 0.4688, 0.3512, 0.2355, -0.5848, 0.3127, 0.2907, 0.2535, 0.3652, 0.3362, 0.3351, 0.2908, 0.2667, 0.3908, 0.2912, 0.5141, 0.2177, 0.3273, 0.4119, 0.3620, 0.3866, -0.3368, 0.3869, -0.0985, 0.2691, -0.9319, 0.5127, -0.9457, -0.0106, 0.4406, -0.6614, -0.0450, 0.2322, -0.6722, 0.4628, 0.1741, 0.1849, 0.2255, -1.3015, 0.3335, 0.3474, 0.2853], "homo_ha": [-0.0906, -0.1552], "spin_multiplicity": 2, "total_charge": -1, "homo_lumo_gap_ev": [4.8117, 6.5641]}


# 3
{"formula": "C6H12O", "method": "ωB97M-V/def2-TZVPD", "elements": ["C", "C", "C", "C", "O", "C", "C", "H", "H", "H", "H", "H", "H", "H", "H", "H", "H", "H", "H"], "positions_angstrom": [[-0.7671, -1.3585, -1.7388], [-0.2110, -0.1946, -1.0555], [0.5252, -0.2082, 0.0720], [0.7665, -1.4568, 0.8085], [0.4677, -2.5816, 0.4428], [1.1199, 1.0788, 0.5725], [0.0820, 2.0944, 1.0552], [0.3144, -1.2903, -2.1517], [-1.5572, -1.1848, -2.4819], [-0.9094, -2.2804, -1.1733], [-0.3057, 0.7156, -1.6455], [1.2939, -1.3306, 1.7772], [1.7119, 1.5276, -0.2330], [1.8220, 0.8593, 1.3836], [0.5731, 3.0304, 1.3398], [-0.6501, 2.3243, 0.2710], [-0.4742, 1.7166, 1.9202], [-1.6750, -0.5579, 0.6577], [-2.1268, -0.9032, 0.1791]], "mulliken_charge": [-1.1107, -0.1175, 0.4247, -0.1620, -0.5207, -0.7000, -1.1211, 0.2861, 0.2620, 0.3752, 0.3846, 0.3268, 0.2991, 0.3737, 0.3728, 0.3035, 0.3010, -0.1691, 0.1917], "relative_energy_kj_mol": 304.3, "homo_ha": -0.3305, "homo_lumo_gap_ev": 9.4397, "smiles": "C/C=C(\\C=O)CC.[H][H]"}